# 1
This record from the Open Molecules 2025 dataset describes a 2-piece molecular cluster, C6H13N2O4P overall at a distorted geometry. The level of theory is the ωB97M-V functional and the def2-TZVPD basis.

Positions of all 26 atoms, in Å:
C  -0.30000  -2.30841  0.04733
C  2.70852  -0.12277  0.00504
C  3.59079  0.18401  1.16445
C  -0.04580  2.48417  -1.32671
C  -3.68957  0.06403  0.01214
C  0.52690  -1.20081  -0.34986
N  -1.26172  -2.62907  -0.69513
N  1.62801  -0.81848  0.44764
O  2.85747  0.27113  -1.15775
O  -1.27356  0.57529  1.75265
O  -0.34809  1.97018  -0.06145
O  -2.62661  0.89747  -0.38816
P  -1.17553  0.63696  0.26896
H  -0.01705  -2.90247  0.97004
H  3.80739  -0.72826  1.68620
H  4.63752  0.68305  1.00131
H  2.92151  0.91555  1.78651
H  0.76930  1.90375  -1.82216
H  0.36668  3.49230  -1.18950
H  -0.90966  2.27532  -2.03363
H  -4.11495  -0.64478  -0.76965
H  -4.60808  0.70097  0.37094
H  -3.29619  -0.48745  0.78785
H  0.37873  -0.89805  -1.47270
H  -1.89250  -3.40962  -0.45463
H  1.36651  -0.90402  1.42025

Forces on atoms 1 to 6 (eV/Å):
C -0.117 -1.964 1.276
C 0.916 1.603 -1.843
C 1.210 2.656 0.927
C 0.283 -1.319 -2.142
C -3.228 0.766 -0.992
C -1.436 3.798 -1.812

As for the HOMO energy (alpha / beta): -8.2704 / -8.2713 eV. The energy above the lowest of the compared OMol25 structures with the same formula, charge and spin comes out at 62.8 kcal per mole. The total energy is -988.19920 Eh. The value obtained for the orbital gap (alpha / beta) is 7.4 / 7.4 eV.

***

# 2
This record from the Open Molecules 2025 dataset describes a 7-piece molecular cluster, C21H21F7O21 overall at a distorted geometry. The level of theory is the ωB97M-V functional and the def2-TZVPD basis.

Positions of all 70 atoms, in Å:
C  -3.39671  -3.08513  3.38593
C  -4.36122  -2.29568  2.52724
O  -3.73321  -2.29418  1.28565
C  -2.40403  -2.57136  1.44235
O  -1.57905  -2.37157  0.61719
O  -2.13644  -2.92829  2.71565
F  -4.36710  -0.97412  2.95169
H  -3.64712  -4.14473  3.24039
H  -3.31046  -2.87221  4.44332
H  -5.38664  -2.64425  2.57462
C  0.87130  5.38600  -2.99938
C  0.32038  4.13651  -3.67811
O  -0.37467  3.48290  -2.64210
C  -0.27408  4.16527  -1.47445
O  -0.59679  3.70658  -0.42653
O  0.42822  5.30215  -1.64489
F  1.28304  3.32404  -4.16722
H  0.46431  6.29591  -3.43479
H  1.95955  5.39859  -3.04117
H  -0.38929  4.35920  -4.47368
C  0.24833  0.46699  -0.58383
C  -0.37569  -0.19187  -1.80949
O  0.58936  -1.18806  -2.14081
C  1.19435  -1.56818  -0.97031
O  2.03064  -2.39467  -0.84520
O  0.78333  -0.71966  -0.01129
F  -0.40353  0.58806  -2.94640
H  -0.49295  0.84961  0.10899
H  0.96602  1.23911  -0.85728
H  -1.39693  -0.55425  -1.71984
C  5.83503  -4.94604  -1.87474
C  5.45005  -4.28281  -0.56745
O  6.14633  -5.09363  0.35460
C  7.26685  -5.57851  -0.29184
O  8.13870  -6.12745  0.28679
O  7.20087  -5.29297  -1.59947
F  4.12533  -4.35522  -0.33742
H  5.73592  -4.36414  -2.78230
H  5.27073  -5.87992  -1.94018
H  5.73858  -3.23160  -0.51094
C  0.20226  -0.71992  -6.12588
C  -0.45165  -1.85988  -6.86458
O  -1.76960  -1.73608  -6.30691
C  -1.98441  -0.41422  -6.01480
O  -3.04901  0.03799  -5.76798
O  -0.83546  0.28006  -6.12368
F  0.10907  -3.03080  -6.50003
H  1.06360  -0.20452  -6.54629
H  0.42398  -0.99070  -5.09257
H  -0.55495  -1.80444  -7.94609
C  -1.34383  3.53252  2.47896
C  -2.56865  3.77218  3.35055
O  -2.22062  4.98480  3.93241
C  -0.84516  4.94565  4.11829
O  -0.24841  5.65442  4.82936
O  -0.34414  3.89303  3.44083
F  -2.72638  2.78943  4.31468
H  -1.36427  4.32055  1.73059
H  -1.36208  2.55944  2.00578
H  -3.51685  3.70934  2.82248
C  -0.98957  0.96210  6.21243
C  -1.52869  -0.38815  5.67507
O  -1.14341  -0.42091  4.33512
C  -0.23361  0.58213  4.11574
O  0.26991  0.78974  3.06922
O  0.00021  1.25381  5.25240
F  -2.87345  -0.53265  5.77545
H  -0.65229  0.81918  7.23200
H  -1.83731  1.64978  6.18375
H  -1.04653  -1.18434  6.25037

Forces on atoms 1 to 6 (eV/Å):
C 0.208 -1.513 -0.687
C 1.022 1.113 1.160
O -0.648 -0.636 -0.318
C 0.802 1.116 0.615
O -0.220 -0.418 -0.415
O -0.568 0.083 -0.165

As for the HOMO energy: -10.9484 eV. The energy above the lowest of the compared OMol25 structures with the same formula, charge and spin comes out at 41.7 kcal per mole. The SMILES is O=C1OC[C@@H](F)O1.O=C1OC[C@@H](F)O1.O=C1OC[C@@H](F)O1.O=C1OC[C@@H](F)O1.O=C1OC[C@@H](F)O1.O=C1OC[C@@H](F)O1.O=C1OC[C@@H](F)O1. The total energy is -3091.99154 Eh. The value obtained for the orbital gap is 11.3 eV.

***

# 3
This record from the Open Molecules 2025 dataset describes CH5NO2 in the gas phase at a distorted geometry. The level of theory is the ωB97M-V functional and the def2-TZVPD basis.

Positions of all 9 atoms, in Å:
C  1.20385  0.11857  -0.12393
N  0.07005  -0.59795  0.34008
O  -1.94217  0.67517  0.11019
O  -1.02917  -0.60337  -0.31839
H  2.18279  0.02531  0.40479
H  1.58393  -0.10236  -1.19506
H  0.92987  1.15149  -0.19844
H  -0.13981  -1.05610  1.23473
H  -2.85935  0.38924  -0.25396

Forces on atoms 1 to 6 (eV/Å):
C 2.077 0.684 -1.994
N -0.855 -1.961 1.306
O -1.478 -0.870 -0.780
O -0.979 0.699 -1.229
H -1.354 -0.194 0.501
H -1.269 -0.410 1.362

As for the HOMO energy: -9.1288 eV. The energy above the lowest of the compared OMol25 structures with the same formula, charge and spin comes out at 129.4 kcal per mole. The SMILES is CNOO. The total energy is -246.15064 Eh. The value obtained for the orbital gap is 10.2 eV.

***

# 4
This record from the Open Molecules 2025 dataset describes a 6-piece molecular cluster, C5H21N2O6 overall at a distorted geometry. The level of theory is the ωB97M-V functional and the def2-TZVPD basis.

Positions of all 34 atoms, in Å:
O  -3.91788  -1.93497  -1.41747
C  -3.63295  -1.01815  -0.70385
C  -2.14811  -0.64020  -0.50734
C  -2.02848  0.66196  0.30937
C  -0.61769  1.07886  0.66132
C  -0.26729  2.35065  0.74009
N  0.21845  0.05845  1.31332
N  -1.46341  -1.76045  0.13669
H  -4.36824  -0.49927  -0.06071
H  -1.64060  -0.44368  -1.45228
H  -2.46326  1.41286  -0.35306
H  -2.60960  0.60991  1.23759
H  0.56725  2.60632  1.38475
H  -0.76537  3.20434  0.31060
H  0.03746  0.10109  2.32558
H  1.20379  0.16377  1.00228
H  -0.18431  -0.86331  0.92435
H  -1.89176  -2.20701  0.93947
H  -1.11786  -2.47654  -0.48083
H  2.26049  2.31078  -2.66604
H  2.10729  1.53103  -4.04215
O  2.01053  1.49069  -3.09377
H  4.27797  -1.28233  -1.04042
H  3.25062  -0.80751  -2.18532
O  3.43438  -0.87361  -1.24316
H  2.79414  0.45582  -0.31084
H  3.30021  1.73819  0.33459
O  2.50640  1.19834  0.26372
H  -0.02918  0.70117  4.61393
H  -1.11863  -0.23792  3.98183
O  -0.19247  -0.16757  4.23321
H  1.24596  -1.66227  -1.25747
H  0.68027  -2.50507  -2.41476
O  0.56189  -2.29438  -1.48322

Forces on atoms 1 to 6 (eV/Å):
O -0.431 0.126 -0.046
C 0.913 -0.357 -0.247
C -0.354 0.069 0.846
C 0.467 -0.775 -0.916
C -1.179 1.032 0.278
C 0.846 0.025 0.707

Its charge is +1. As for the HOMO energy: -12.2868 eV. The energy above the lowest of the compared OMol25 structures with the same formula, charge and spin comes out at 31.6 kcal per mole. The total energy is -763.80620 Eh. The value obtained for the orbital gap is 9.6 eV.

***

# 5
This record from the Open Molecules 2025 dataset describes a 7-piece molecular cluster, C14H42O14 overall at a distorted geometry. The level of theory is the ωB97M-V functional and the def2-TZVPD basis.

Positions of all 70 atoms, in Å:
C  -1.64021  0.98569  -3.96392
C  -2.04638  -0.50379  -4.14671
O  -3.36047  -0.67890  -4.72052
O  -2.48406  1.62951  -2.96567
H  -1.72055  1.55084  -4.89250
H  -0.60755  1.04239  -3.61968
H  -1.99410  -1.07489  -3.21978
H  -1.40525  -0.92651  -4.92025
H  -3.92513  0.06908  -4.51248
H  -2.17907  1.24099  -2.14249
C  0.96432  -4.21463  -1.36547
C  -0.46946  -4.39475  -1.95701
O  -0.45727  -4.82197  -3.24708
O  1.47284  -3.08604  -1.99296
H  1.44219  -5.15263  -1.64811
H  0.91659  -4.04059  -0.29051
H  -1.03366  -3.46678  -1.86397
H  -1.02729  -5.16059  -1.41810
H  -1.19235  -4.47376  -3.75700
H  1.11274  -2.99838  -2.87854
C  1.66668  3.86779  -0.82485
C  2.17037  5.10887  -0.04876
O  2.31091  4.99291  1.35465
O  0.34390  3.47177  -0.50349
H  2.35482  3.05477  -0.59342
H  1.67590  4.07900  -1.89415
H  1.53529  5.97961  -0.21183
H  3.09662  5.54035  -0.42820
H  1.54498  4.58743  1.76761
H  -0.22833  4.23534  -0.60891
C  -3.29401  -2.34925  2.05584
C  -4.10453  -1.11573  2.51813
O  -4.25855  -1.11237  3.94956
O  -4.16222  -3.47015  2.15858
H  -2.39831  -2.52594  2.65133
H  -2.97787  -2.26202  1.01635
H  -5.08007  -1.15595  2.03356
H  -3.75653  -0.14081  2.17677
H  -5.19836  -1.17712  4.13440
H  -4.84245  -3.28158  2.80921
C  0.21776  2.83134  3.14017
C  1.60814  2.28329  2.74344
O  1.79000  0.98450  3.44098
O  0.02697  4.11488  2.55113
H  0.05020  3.02614  4.19945
H  -0.68886  2.25130  2.96785
H  2.34689  3.03482  3.02192
H  1.77197  2.10778  1.68021
H  1.40211  0.35589  2.82780
H  -0.90738  4.33434  2.57209
C  -1.17389  0.16474  0.38235
C  -0.23029  -1.03950  0.71498
O  0.90975  -0.76919  1.52421
O  -0.88451  0.99485  -0.71849
H  -1.23941  0.76602  1.28913
H  -2.13321  -0.33046  0.23204
H  0.13412  -1.65644  -0.10642
H  -0.72151  -1.80527  1.31530
H  1.66020  -1.13469  1.05004
H  -0.55735  1.86842  -0.49173
C  4.45770  -1.21661  0.68689
C  3.77631  -0.26459  -0.36809
O  3.48179  -0.91822  -1.61740
O  3.46700  -2.02084  1.30770
H  4.96622  -0.62584  1.44879
H  5.27183  -1.78254  0.23410
H  4.48850  0.50532  -0.66493
H  2.86892  0.22773  -0.01828
H  3.11802  -1.77820  -1.39446
H  3.95818  -2.35996  2.05958

Forces on atoms 1 to 6 (eV/Å):
C -0.843 -0.521 1.088
C -0.639 1.069 -1.195
O 0.420 0.031 0.174
O 0.311 -0.437 -1.388
H -0.214 -0.137 -0.002
H 0.179 -0.140 -0.072

As for the HOMO energy: -9.9102 eV. The energy above the lowest of the compared OMol25 structures with the same formula, charge and spin comes out at 42.4 kcal per mole. The SMILES is OCCO.OCCO.OCCO.OCCO.OCCO.OCCO.OCCO. The total energy is -1611.79801 Eh. The value obtained for the orbital gap is 10.2 eV.